Below is a structure of composition C36H32N5O5PdS, with properties calculated with the ωB97M-V functional and the def2-TZVPD basis.

Element x y z (Å)
Pd1 1.39 0.85 -0.69
N1 3.18 4.43 1.12
C1 3.77 3.66 2.10
C2 4.25 3.95 3.38
C3 4.73 2.88 4.11
C4 4.73 1.57 3.61
C5 4.26 1.29 2.34
C6 3.79 2.36 1.57
N2 3.23 2.35 0.31
C7 2.86 3.57 0.09
C8 2.11 3.94 -1.10
C9 1.99 5.17 -1.66
S1 0.99 5.09 -3.05
C10 0.80 3.39 -2.78
N3 1.42 2.93 -1.75
H1 2.84 5.37 1.23
H2 4.22 4.95 3.79
H3 5.10 3.06 5.11
H4 5.09 0.76 4.23
H5 4.19 0.28 1.94
H6 2.46 6.09 -1.36
H7 0.20 2.78 -3.44
C11 0.52 0.78 3.40
C12 -0.66 0.05 2.73
C13 -1.20 0.88 1.57
C14 -0.30 -1.38 2.34
C15 -1.05 -2.41 2.87
C16 -0.80 -3.75 2.59
C17 0.26 -4.03 1.73
C18 1.04 -3.04 1.17
C19 2.14 -3.42 0.20
C20 1.88 -2.87 -1.21
C21 3.54 -3.00 0.69
C22 0.81 -1.66 1.48
O1 1.57 -0.74 1.01
H8 0.21 1.78 3.71
H9 1.34 0.88 2.68
H10 0.88 0.24 4.27
H11 -1.46 -0.04 3.48
H12 -0.42 1.06 0.82
H13 -1.54 1.86 1.94
H14 -2.06 0.38 1.11
H15 -1.88 -2.17 3.54
H16 -1.40 -4.54 3.03
H17 0.47 -5.07 1.48
H18 2.13 -4.52 0.14
H19 1.75 -1.79 -1.17
H20 0.97 -3.32 -1.63
H21 2.71 -3.10 -1.88
H22 3.60 -1.91 0.70
H23 4.30 -3.40 0.02
H24 3.73 -3.38 1.69
O2 -0.96 -1.14 -1.60
C23 -1.03 -0.04 -2.39
O3 -0.15 0.30 -3.12
C24 -2.34 0.72 -2.30
C25 -3.22 0.51 -1.25
C26 -4.39 1.26 -1.16
C27 -4.67 2.20 -2.14
C28 -3.78 2.38 -3.18
C29 -2.61 1.65 -3.28
N4 -4.09 3.39 -4.21
O4 -5.14 3.99 -4.12
O5 -3.25 3.59 -5.07
H25 -2.99 -0.23 -0.49
H26 -5.07 1.11 -0.34
H27 -5.57 2.80 -2.11
H28 -1.93 1.81 -4.10
N5 -5.36 -6.18 -2.16
C30 -4.61 -5.31 -2.06
C31 -3.67 -4.23 -1.95
C32 -3.40 -3.44 -3.06
C33 -2.50 -2.39 -2.97
C34 -1.87 -2.15 -1.75
C35 -2.12 -2.93 -0.64
C36 -3.02 -3.98 -0.74
H29 -3.89 -3.65 -4.00
H30 -2.26 -1.80 -3.84
H31 -1.60 -2.72 0.28
H32 -3.20 -4.60 0.12

## Properties
**Energy relative to the best compared isomer or geometry (same formula, charge and spin)**: 40.6 kcal per mole
**Frontier orbital gap (alpha / beta)**: 3.92 / 3.92 eV
**Charge**: -1

=====

Below is a structure of composition C36H33AsAuN4O3S, with properties calculated with the ωB97M-V functional and the def2-TZVPD basis.

Element x y z (Å)
Au1 -1.13 1.61 0.01
C1 -3.78 5.04 -0.09
C2 -2.48 4.28 -0.13
O1 -2.49 3.16 -0.70
C3 -1.33 4.90 0.46
C4 -0.03 4.46 0.41
C5 1.08 5.35 0.89
N1 0.31 3.25 -0.13
N2 1.57 3.13 -0.44
C6 2.00 1.94 -0.99
O2 1.27 0.98 -1.21
C7 3.46 1.88 -1.30
C8 4.30 2.98 -1.14
C9 5.64 2.89 -1.48
C10 6.16 1.69 -1.96
C11 5.33 0.58 -2.10
C12 3.99 0.68 -1.77
H1 -4.60 4.39 -0.39
H2 -3.72 5.89 -0.78
H3 -3.95 5.44 0.91
H4 -1.50 5.86 0.92
H5 0.68 6.25 1.35
H6 1.72 5.63 0.05
H7 1.71 4.82 1.61
H8 3.89 3.91 -0.76
H9 6.29 3.75 -1.36
H10 7.21 1.62 -2.22
H11 5.73 -0.35 -2.47
H12 3.34 -0.18 -1.87
N3 -7.44 -1.75 -0.78
C13 -6.38 -2.18 -0.09
S1 -6.29 -3.67 0.59
C14 -5.22 -1.23 -0.03
C15 -4.92 -0.39 -1.10
C16 -3.79 0.40 -1.05
N4 -2.98 0.39 0.01
C17 -3.28 -0.38 1.07
C18 -4.38 -1.21 1.08
H13 -8.25 -2.35 -0.84
H14 -7.54 -0.79 -1.07
H15 -5.54 -0.37 -1.99
H16 -3.51 1.05 -1.87
H17 -2.59 -0.33 1.90
H18 -4.58 -1.85 1.92
O3 -0.24 0.11 1.31
As1 0.53 -1.24 0.64
C19 0.19 -2.65 1.91
C20 0.18 -3.99 1.53
C21 -0.04 -4.98 2.49
C22 -0.25 -4.62 3.82
C23 -0.22 -3.28 4.19
C24 -0.01 -2.30 3.24
C25 2.42 -0.98 0.68
C26 2.89 0.07 1.46
C27 4.25 0.25 1.62
C28 5.14 -0.63 1.00
C29 4.67 -1.67 0.22
C30 3.30 -1.86 0.06
C31 -0.13 -1.96 -1.02
C32 -1.37 -2.61 -0.98
C33 -1.86 -3.22 -2.12
C34 -1.10 -3.23 -3.29
C35 0.14 -2.61 -3.32
C36 0.63 -1.97 -2.18
H19 0.35 -4.28 0.50
H20 -0.06 -6.02 2.20
H21 -0.43 -5.39 4.56
H22 -0.37 -3.01 5.23
H23 0.00 -1.25 3.52
H24 2.18 0.74 1.93
H25 4.63 1.07 2.22
H26 6.21 -0.50 1.14
H27 5.36 -2.34 -0.27
H28 2.93 -2.68 -0.54
H29 -1.93 -2.65 -0.07
H30 -2.82 -3.72 -2.09
H31 -1.47 -3.73 -4.17
H32 0.74 -2.61 -4.22
H33 1.58 -1.46 -2.21

## Properties
**2S+1**: 3
**Energy relative to the best compared isomer or geometry (same formula, charge and spin)**: 0.0 kcal per mole
**Expectation value of S²**: 2.03
**Frontier orbital gap (alpha / beta)**: 7.07 / 7.05 eV
**Charge**: +1

=====

Below is a structure of composition C36H33BCl3FMgN9O4 in a non-equilibrium geometry, with properties calculated with the ωB97M-V functional and the def2-TZVPD basis.

Element x y z (Å)
Mg1 0.48 -1.53 0.39
C1 2.19 -4.76 1.51
C2 0.97 -4.79 0.64
C3 0.27 -5.93 0.25
C4 -0.74 -5.47 -0.56
N1 -0.64 -4.14 -0.66
N2 0.41 -3.70 0.11
B1 -1.46 -3.08 -1.46
N3 -2.24 -2.22 -0.41
C5 -3.56 -2.08 -0.26
C6 -3.79 -1.22 0.79
C7 -2.51 -0.84 1.24
C8 -2.20 0.12 2.34
N4 -1.58 -1.47 0.53
N5 -0.46 -2.18 -2.26
C9 -0.35 -2.02 -3.59
C10 0.64 -1.10 -3.84
C11 1.12 -0.73 -2.57
C12 2.19 0.26 -2.23
N6 0.45 -1.39 -1.63
N7 -2.47 -3.62 -2.50
C13 -2.78 -4.83 -3.04
C14 -3.77 -4.65 -3.97
C15 -4.02 -3.26 -3.95
C16 -5.01 -2.49 -4.77
N8 -3.24 -2.66 -3.07
H1 2.54 -5.78 1.65
H2 1.99 -4.32 2.49
H3 2.99 -4.19 1.03
H4 0.48 -6.95 0.52
H5 -1.52 -6.04 -1.03
H6 -4.26 -2.58 -0.90
H7 -4.74 -0.89 1.17
H8 -3.08 0.27 2.96
H9 -1.90 1.09 1.92
H10 -1.38 -0.23 2.96
H11 -0.99 -2.55 -4.28
H12 0.98 -0.74 -4.80
H13 2.84 0.41 -3.09
H14 2.79 -0.10 -1.39
H15 1.76 1.22 -1.95
H16 -2.27 -5.74 -2.79
H17 -4.23 -5.41 -4.58
H18 -5.57 -3.16 -5.42
H19 -4.51 -1.75 -5.39
H20 -5.72 -1.96 -4.13
Cl1 4.84 -1.61 5.98
C17 4.08 -1.51 4.42
C18 2.84 -0.97 4.32
C19 2.19 -0.93 3.03
Cl2 0.58 -2.06 3.04
C20 2.95 -1.39 1.83
O1 2.37 -1.30 0.70
C21 4.24 -1.89 2.05
Cl3 5.14 -2.41 0.66
C22 4.81 -1.97 3.30
H21 2.32 -0.59 5.19
H22 5.80 -2.37 3.42
C23 0.66 6.47 2.75
C24 1.49 6.06 1.53
C25 1.31 6.99 0.34
C26 -0.10 6.89 -0.22
C27 -0.47 5.46 -0.49
C28 -1.44 5.15 -1.43
C29 -1.77 3.83 -1.68
F1 -2.71 3.57 -2.60
C30 -1.16 2.79 -1.04
C31 -0.18 3.08 -0.08
C32 0.47 1.96 0.61
O2 0.16 0.81 0.32
C33 1.47 2.35 1.58
C34 1.77 3.66 1.77
N9 1.16 4.67 1.13
C35 0.17 4.41 0.19
C36 2.27 1.35 2.33
O3 3.44 1.47 2.56
O4 1.50 0.31 2.73
H23 0.91 7.49 3.05
H24 0.86 5.81 3.59
H25 -0.41 6.43 2.53
H26 2.54 6.05 1.81
H27 2.03 6.70 -0.44
H28 1.55 8.00 0.65
H29 -0.19 7.47 -1.13
H30 -0.81 7.33 0.49
H31 -1.94 5.94 -1.98
H32 -1.41 1.76 -1.24
H33 2.56 3.93 2.46

## Properties
**2S+1**: 2
**Energy relative to the best compared isomer or geometry (same formula, charge and spin)**: 8.0 kcal per mole
**Expectation value of S²**: 0.77
**Frontier orbital gap (alpha / beta)**: 6.65 / 7.44 eV

=====

Below is a structure of composition C36H33Cl2N4O2SSc, with properties calculated with the ωB97M-V functional and the def2-TZVPD basis.

Element x y z (Å)
Sc1 0.28 -0.28 0.22
Cl1 -1.85 -6.89 -0.34
C1 -1.48 -5.33 0.33
C2 -0.53 -4.55 -0.30
C3 -0.22 -3.27 0.17
N1 0.68 -2.34 -0.41
C4 1.53 -2.70 -1.39
O1 1.58 -3.73 -2.05
C5 2.58 -1.64 -1.64
C6 3.64 -1.92 -2.47
C7 4.63 -0.96 -2.62
C8 4.52 0.23 -1.92
C9 3.41 0.43 -1.12
N2 2.45 -0.49 -0.98
C10 -0.85 -2.82 1.32
C11 -1.79 -3.62 1.97
C12 -2.12 -4.86 1.47
Cl2 -3.33 -5.80 2.29
N3 -0.54 -1.50 1.74
C13 -0.50 -1.21 3.08
O2 -0.56 -1.97 4.02
C14 -0.40 0.27 3.33
C15 -0.26 0.76 4.62
C16 -0.30 2.13 4.81
C17 -0.52 2.95 3.72
C18 -0.63 2.38 2.47
N4 -0.55 1.06 2.27
H1 -0.02 -4.94 -1.17
H2 3.67 -2.88 -2.97
H3 5.48 -1.14 -3.26
H4 5.27 1.01 -2.00
H5 3.26 1.35 -0.58
H6 -2.28 -3.26 2.87
H7 -0.13 0.05 5.42
H8 -0.19 2.55 5.80
H9 -0.58 4.03 3.82
H10 -0.77 2.98 1.58
C19 0.31 -0.43 -3.93
C20 -0.72 -0.12 -2.88
C21 -1.02 1.21 -2.56
C22 -0.48 2.35 -3.39
C23 -1.87 1.51 -1.48
C24 -2.22 2.95 -1.22
C25 -2.43 0.46 -0.73
C26 -3.32 0.73 0.45
C27 -2.32 -0.86 -1.20
C28 -3.29 -1.88 -0.65
C29 -1.46 -1.16 -2.27
C30 -1.47 -2.53 -2.89
H11 1.11 0.31 -3.93
H12 -0.12 -0.46 -4.94
H13 0.78 -1.40 -3.76
H14 0.19 2.99 -2.80
H15 -1.31 2.98 -3.73
H16 0.05 2.01 -4.27
H17 -1.32 3.57 -1.20
H18 -2.74 3.09 -0.28
H19 -2.87 3.33 -2.01
H20 -4.37 0.81 0.14
H21 -3.05 1.65 0.97
H22 -3.25 -0.07 1.18
H23 -3.16 -2.05 0.41
H24 -3.21 -2.85 -1.15
H25 -4.31 -1.51 -0.80
H26 -1.53 -3.32 -2.15
H27 -0.59 -2.73 -3.49
H28 -2.34 -2.62 -3.55
S1 0.94 2.16 -0.29
C31 1.83 2.80 1.09
C32 1.87 4.19 1.31
C33 2.53 4.72 2.41
C34 3.17 3.89 3.33
C35 3.16 2.52 3.12
C36 2.50 1.99 2.01
H29 1.35 4.84 0.61
H30 2.54 5.80 2.56
H31 3.69 4.31 4.18
H32 3.66 1.86 3.82
H33 2.51 0.92 1.87

## Properties
**Energy relative to the best compared isomer or geometry (same formula, charge and spin)**: 22.5 kcal per mole
**Frontier orbital gap**: 7.50 eV

=====

Below is a cluster of 2 separate species, C36H33F4N2O in total in a non-equilibrium geometry, with properties calculated with the ωB97M-V functional and the def2-TZVPD basis.

Element x y z (Å)
F1 -1.08 -4.36 3.41
C1 -0.90 -4.19 2.05
C2 -0.05 -5.07 1.38
C3 0.18 -4.78 0.03
F2 1.07 -5.58 -0.64
C4 -0.41 -3.72 -0.64
C5 -1.34 -2.88 0.05
C6 -2.07 -1.89 -0.69
C7 -3.48 -1.69 -0.57
C8 -4.22 -1.25 -1.72
C9 -5.54 -0.86 -1.59
F3 -6.19 -0.32 -2.67
C10 -6.25 -0.97 -0.40
C11 -5.58 -1.58 0.66
F4 -6.27 -1.81 1.83
C12 -4.25 -1.98 0.59
C13 -1.53 -3.10 1.45
H1 0.44 -5.88 1.89
H2 -0.23 -3.56 -1.70
H3 -1.63 -1.60 -1.64
H4 -3.75 -1.24 -2.70
H5 -7.27 -0.61 -0.30
H6 -3.84 -2.57 1.41
H7 -2.14 -2.43 2.05
C14 1.70 -1.88 1.65
N1 1.69 -0.56 1.08
C15 2.47 -0.20 -0.01
O1 3.08 -0.96 -0.75
C16 2.32 1.31 -0.17
C17 3.54 2.00 0.47
C18 4.46 2.75 -0.48
C19 4.93 4.04 -0.16
C20 5.71 4.75 -1.08
C21 6.05 4.16 -2.30
C22 5.62 2.85 -2.60
C23 4.84 2.15 -1.68
N2 1.09 1.55 0.59
C24 -0.11 1.55 -0.13
C25 -0.48 0.68 -1.10
C26 -1.59 0.98 -1.99
C27 -1.58 0.51 -3.33
C28 -2.64 0.79 -4.18
C29 -3.72 1.57 -3.72
C30 -3.72 2.07 -2.41
C31 -2.66 1.80 -1.56
C32 1.07 0.58 1.69
C33 1.91 1.03 2.90
C34 1.29 0.31 4.09
C35 -0.14 -0.12 3.67
C36 -0.35 0.33 2.22
H8 2.24 -2.56 0.97
H9 2.17 -1.90 2.64
H10 0.66 -2.23 1.73
H11 2.20 1.60 -1.22
H12 3.19 2.70 1.25
H13 4.14 1.23 1.01
H14 4.66 4.48 0.80
H15 6.04 5.76 -0.84
H16 6.65 4.71 -3.03
H17 5.89 2.38 -3.55
H18 4.51 1.13 -1.89
H19 -0.81 2.30 0.26
H20 0.20 -0.14 -1.37
H21 -0.70 -0.01 -3.69
H22 -2.63 0.41 -5.20
H23 -4.55 1.79 -4.40
H24 -4.57 2.68 -2.07
H25 -2.66 2.23 -0.56
H26 2.97 0.83 2.76
H27 1.78 2.12 2.96
H28 1.89 -0.56 4.36
H29 1.26 0.98 4.96
H30 -0.26 -1.22 3.73
H31 -0.89 0.33 4.34
H32 -0.90 1.29 2.20
H33 -0.90 -0.38 1.59

## Properties
**Energy relative to the best compared isomer or geometry (same formula, charge and spin)**: 0.0 kcal per mole
**Frontier orbital gap**: 4.01 eV
**Charge**: +1

=====

Below is a structure of composition C36H33F5N6P2RhSe3, with properties calculated with the ωB97M-V functional and the def2-TZVPD basis.

Element x y z (Å)
Rh1 -0.44 1.47 2.42
N1 -0.11 3.62 3.33
C1 0.02 3.61 4.80
C2 -0.72 2.44 5.43
N2 -0.45 1.15 4.78
C3 0.76 0.42 5.23
C4 2.03 0.99 4.63
N3 1.88 1.17 3.17
H1 0.68 4.07 2.89
H2 -0.93 4.16 3.06
H3 -0.36 4.53 5.23
H4 1.08 3.57 5.04
H5 -1.80 2.62 5.35
H6 -0.47 2.40 6.49
H7 -1.24 0.54 4.94
H8 0.64 -0.61 4.90
H9 0.83 0.44 6.32
H10 2.85 0.31 4.87
H11 2.28 1.96 5.07
H12 2.10 0.30 2.69
H13 2.54 1.86 2.82
Se1 3.27 -4.71 0.55
P1 2.09 -3.26 -0.40
C5 0.87 -3.95 -1.55
C6 -0.48 -3.65 -1.45
C7 -1.40 -4.24 -2.31
C8 -0.97 -5.14 -3.27
C9 0.38 -5.46 -3.36
C10 1.30 -4.88 -2.50
C11 3.10 -2.05 -1.29
C12 3.30 -2.11 -2.67
C13 4.22 -1.27 -3.27
C14 4.93 -0.35 -2.51
C15 4.72 -0.28 -1.14
C16 3.82 -1.13 -0.53
C17 1.12 -2.17 0.71
C18 0.44 -0.98 0.54
N4 0.03 -0.59 1.76
N5 0.43 -1.50 2.64
N6 1.08 -2.46 2.03
P2 -0.12 0.06 -0.79
Se2 -0.08 2.11 -0.06
C19 0.86 -0.11 -2.28
C20 0.61 -1.17 -3.16
C21 1.29 -1.24 -4.36
C22 2.24 -0.28 -4.69
C23 2.51 0.76 -3.81
C24 1.81 0.86 -2.61
C25 -1.81 -0.45 -1.19
C26 -2.62 -1.00 -0.20
C27 -3.91 -1.42 -0.51
C28 -4.38 -1.28 -1.81
C29 -3.58 -0.72 -2.79
C30 -2.29 -0.31 -2.48
H14 -0.84 -2.97 -0.69
H15 -2.45 -4.00 -2.22
H16 -1.68 -5.61 -3.94
H17 0.72 -6.18 -4.09
H18 2.34 -5.17 -2.53
H19 2.74 -2.82 -3.27
H20 4.38 -1.33 -4.34
H21 5.65 0.30 -2.99
H22 5.29 0.43 -0.55
H23 3.69 -1.10 0.54
H24 -0.13 -1.92 -2.92
H25 1.09 -2.06 -5.04
H26 2.77 -0.35 -5.63
H27 3.25 1.50 -4.06
H28 2.01 1.68 -1.94
H29 -2.25 -1.13 0.81
H30 -4.53 -1.85 0.26
H31 -5.38 -1.61 -2.05
H32 -3.95 -0.62 -3.80
H33 -1.68 0.14 -3.26
F1 -4.42 6.14 -1.03
C31 -4.10 5.11 -0.25
C32 -3.70 5.33 1.06
F2 -3.65 6.57 1.54
C33 -3.36 4.25 1.85
F3 -2.96 4.50 3.11
C34 -3.41 2.95 1.37
Se3 -2.93 1.48 2.49
C35 -3.82 2.75 0.07
F4 -3.90 1.52 -0.43
C36 -4.16 3.82 -0.75
F5 -4.54 3.61 -2.01

## Properties
**2S+1**: 5
**Energy relative to the best compared isomer or geometry (same formula, charge and spin)**: 24.9 kcal per mole
**Expectation value of S²**: 6.02
**Frontier orbital gap (alpha / beta)**: 7.05 / 3.94 eV
**Charge**: +1